DFT (the ωB97M-V functional and the def2-TZVPD basis) results for a cluster of 2 separate species, C4H6Br2O in total at a distorted geometry.

Values from the calculation:
F_max, eV/A: 5.5
Energy relative to the best compared isomer or geometry (same formula, charge and spin), kcal/mol: 59.00
LUMO energy, eV: 0.5
Charge: 0
HOMO-LUMO gap, eV: 8.95
HOMO, eV: -8.49

Element x y z (Å)
C (0.0062, 0.8909, 0.7415)
C (-0.6366, 1.8626, -0.1736)
C (1.6378, -1.4495, 0.4206)
C (0.3726, -1.0718, -0.3312)
O (0.4750, 1.0295, 1.7730)
Br (3.2221, -0.4038, -0.1622)
Br (-1.2052, -2.0770, 0.2873)
H (0.1811, 2.1564, -0.8730)
H (-0.7675, 2.6106, 0.4585)
H (-1.5308, 1.4643, -0.6606)
H (1.8685, -2.4983, 0.5416)
H (1.3174, -1.0364, 1.3999)
H (0.3228, -1.0870, -1.4570)